{"formula": "C40H35N2O14P2", "method": "ωB97M-V/def2-TZVPD", "homo_energy_ev": -11.139, "orbital_gap_ev": 6.152, "spin_multiplicity": 1, "fmax_ha_per_bohr": 0.0807, "e_lumo_ha": -0.183, "energy_ev": -92255.4873, "total_charge": 1, "symbols": ["C", "C", "O", "O", "C", "C", "C", "P", "O", "C", "C", "C", "C", "N", "C", "N", "P", "O", "H", "H", "H", "H", "H", "H", "H", "H", "H", "H", "H", "H", "H", "H", "H", "C", "C", "C", "O", "C", "C", "C", "O", "H", "H", "H", "H", "C", "C", "C", "O", "C", "C", "C", "O", "H", "H", "H", "H", "C", "C", "C", "O", "C", "C", "C", "O", "H", "H", "H", "H", "C", "C", "C", "O", "C", "C", "C", "O", "H", "H", "H", "H", "C", "C", "C", "O", "C", "C", "C", "O", "H", "H", "H", "H"], "coordinates": [[-4.9560, -3.3975, 4.2583], [-5.1126, -4.8773, 3.7940], [-6.1497, -5.4631, 3.8351], [-3.9376, -5.5393, 3.3374], [-4.0388, -5.8771, 1.9201], [-3.2444, -4.7832, 1.0982], [-3.8997, -3.5745, 0.5709], [-5.7141, -3.1979, 0.7890], [-6.6068, -4.4001, 0.7264], [-3.0999, -2.5513, -0.1691], [-1.6628, -2.7829, -0.3670], [-0.7929, -1.7183, -1.1284], [-0.8845, -1.8677, -2.6964], [-0.5886, -0.8492, -3.4078], [-1.1018, -3.9988, 0.1848], [-1.8658, -4.9411, 0.8810], [-0.9233, -6.3373, 1.4756], [0.2511, -6.5397, 0.5648], [-4.4540, -2.7765, 3.4593], [-4.3872, -3.2754, 5.2292], [-6.0054, -2.9912, 4.3287], [-5.0993, -6.0058, 1.5877], [-3.5605, -6.8927, 1.8500], [-6.0583, -2.3516, -0.3221], [-5.9175, -2.3754, 1.9481], [-3.5903, -1.6222, -0.5425], [-1.2070, -0.7076, -0.8599], [0.2551, -1.7613, -0.7283], [-1.1774, -2.8397, -3.1809], [-0.3371, -0.0978, -2.7429], [0.0009, -4.1539, 0.0603], [-0.4166, -5.9833, 2.7594], [-1.6763, -7.5398, 1.4520], [-1.5858, -5.3962, 7.3486], [-1.6689, -6.4207, 8.1952], [-2.9746, -7.0353, 8.5311], [-3.0520, -7.9654, 9.3019], [-4.1820, -6.4665, 7.8875], [-4.0969, -5.4420, 7.0412], [-2.7915, -4.8294, 6.7067], [-2.7087, -3.8894, 5.9278], [-0.6402, -4.9343, 7.0924], [-0.7965, -6.8481, 8.6734], [-5.1276, -6.9276, 8.1434], [-4.9700, -5.0154, 6.5644], [-0.4261, 0.6382, 3.4806], [-0.5986, 0.8870, 4.7824], [-0.9232, -0.2058, 5.7372], [-1.0882, 0.0110, 6.9174], [-1.0394, -1.5718, 5.1786], [-0.8638, -1.8094, 3.8894], [-0.5482, -0.7367, 2.9432], [-0.3975, -0.9934, 1.7638], [-0.1924, 1.4184, 2.7671], [-0.5145, 1.8835, 5.1974], [-1.2729, -2.3669, 5.8705], [-0.9482, -2.8069, 3.4733], [3.3594, 2.1384, -3.8276], [2.4688, 1.3754, -3.1979], [1.3989, 1.9718, -2.3675], [0.5837, 1.2707, -1.7887], [1.3537, 3.4451, -2.2637], [2.2438, 4.2107, -2.8928], [3.3143, 3.6152, -3.7237], [4.1254, 4.3113, -4.2998], [4.1495, 1.7208, -4.4392], [2.4852, 0.2944, -3.2628], [0.5632, 3.8622, -1.6525], [2.2263, 5.2918, -2.8278], [8.4552, 4.6911, -7.4372], [9.4022, 5.3141, -6.7381], [9.1252, 5.8674, -5.3923], [9.9878, 6.4372, -4.7555], [7.7562, 5.6998, -4.8540], [6.8078, 5.0765, -5.5526], [7.0857, 4.5235, -6.8983], [6.2233, 3.9530, -7.5358], [8.6395, 4.2811, -8.4223], [10.4084, 5.4449, -7.1161], [7.5725, 6.1099, -3.8687], [5.8001, 4.9456, -5.1737], [2.6074, 9.2594, -5.6185], [2.5528, 8.3092, -4.6873], [1.2609, 7.7320, -4.2552], [1.2110, 6.8640, -3.4019], [0.0319, 8.2480, -4.8969], [0.0848, 9.1981, -5.8282], [1.3776, 9.7772, -6.2620], [1.4272, 10.6407, -7.1110], [3.5430, 9.6939, -5.9468], [3.4415, 7.9184, -4.2072], [-0.9033, 7.8126, -4.5679], [-0.8042, 9.5880, -6.3077]], "mulliken_charge": [-0.7185, 0.8931, -0.4915, -0.1659, -1.4363, 0.6364, 0.1941, 0.3541, -0.6124, -0.3082, 0.1435, -0.9879, -0.1584, -0.6815, -0.2176, 0.3559, 0.4551, -0.6669, 0.1383, 0.0483, 0.3485, 0.5176, 0.3085, 0.1221, 0.1631, 0.4111, 0.4605, 0.4722, 0.3910, 0.4161, 0.4803, 0.1212, 0.1397, -0.6357, -0.3510, 0.1954, -0.5120, -0.4705, -0.3289, 0.8040, -0.5229, 0.4589, 0.4335, 0.4517, 0.4148, -0.5431, -0.3849, 0.1175, -0.5240, -0.1799, -0.2418, 0.2243, -0.3899, 0.4813, 0.4234, 0.5679, 0.4575, -0.5021, -0.2484, 0.4827, -0.6366, -0.4701, -0.3830, 0.2015, -0.4752, 0.4716, 0.4377, 0.4574, 0.5486, -0.3630, -0.3696, 0.3154, -0.5432, -0.3873, -0.4608, 0.3052, -0.5611, 0.4173, 0.4124, 0.4437, 0.8669, -0.4004, -0.2281, 0.4695, -0.5522, -0.3933, -0.3813, 0.3166, -0.5260, 0.4206, 0.4308, 0.4107, 0.4018]}

---

{"formula": "C40H36AlClN3Si2", "method": "ωB97M-V/def2-TZVPD", "de_lowest_ev": 4.211, "homo_energy_ev": [-10.200, -8.874], "orbital_gap_ev": [6.194, 4.307], "spin_multiplicity": 1, "fmax_ha_per_bohr": 0.1512, "e_lumo_ha": [-0.147, -0.168], "energy_ev": -81400.8704, "total_charge": 1, "symbols": ["C", "C", "C", "H", "C", "C", "H", "H", "H", "H", "Al", "Si", "C", "C", "H", "C", "H", "C", "H", "C", "H", "C", "H", "C", "C", "H", "C", "H", "C", "H", "C", "H", "C", "H", "H", "Si", "C", "C", "H", "C", "H", "C", "H", "C", "H", "C", "H", "C", "C", "H", "C", "H", "C", "H", "C", "H", "C", "H", "H", "Cl", "C", "C", "C", "C", "C", "C", "N", "N", "C", "C", "C", "C", "C", "N", "H", "H", "H", "H", "H", "H", "H", "H", "H"], "coordinates": [[-2.0286, -0.7823, 3.6174], [-2.8387, -0.3020, 2.5441], [-2.9159, -1.3146, 1.5668], [-3.3915, 0.6397, 2.5321], [-2.1224, -2.4137, 1.9670], [-1.6386, -2.1547, 3.3019], [-1.3377, -2.9113, 4.0245], [-1.9732, -0.3274, 4.6030], [-3.5625, -1.2848, 0.6847], [-1.9864, -3.3444, 1.4147], [-0.0867, -0.9520, 2.6128], [1.5854, 2.2193, -0.9354], [0.3231, 3.4647, -1.5195], [0.8101, 4.4624, -2.3812], [1.8557, 4.4198, -2.7005], [-0.0222, 5.4952, -2.8174], [0.3658, 6.2479, -3.5031], [-1.3473, 5.5678, -2.3756], [-1.9970, 6.3759, -2.7048], [-1.8358, 4.5918, -1.5109], [-2.8553, 4.6350, -1.1266], [-1.0198, 3.5323, -1.1166], [-1.4714, 2.7715, -0.4853], [0.8217, 0.4710, -0.9130], [-0.5264, 0.2182, -0.6575], [-1.2150, 1.0374, -0.5132], [-1.1369, -1.0549, -0.8153], [-2.2207, -1.1602, -0.8716], [-0.3072, -2.2175, -0.7223], [-0.7092, -3.2262, -0.6176], [1.0820, -1.9875, -0.9711], [1.7703, -2.8317, -0.9977], [1.5339, -0.6900, -1.3509], [2.5346, -0.5797, -1.7734], [1.6793, 2.4918, 0.5118], [-0.1018, -1.3783, -2.3934], [0.1940, -2.6097, -3.8082], [-0.6174, -2.6008, -4.9433], [-1.4948, -1.9525, -4.9791], [-0.2794, -3.3822, -6.0509], [-0.8982, -3.3498, -6.9493], [0.8557, -4.2061, -5.9958], [1.1107, -4.8376, -6.8462], [1.6689, -4.2179, -4.8565], [2.5556, -4.8536, -4.8024], [1.3433, -3.4043, -3.7679], [2.0027, -3.3845, -2.9008], [-0.5789, 0.0750, -3.5939], [-1.8557, 0.6234, -3.6971], [-2.6998, 0.2063, -3.1384], [-2.0604, 1.7264, -4.5381], [-3.0628, 2.1416, -4.6412], [-0.9885, 2.2920, -5.2338], [-1.1448, 3.1591, -5.8757], [0.2915, 1.7550, -5.0938], [1.1433, 2.1905, -5.6109], [0.4952, 0.6502, -4.2657], [1.5059, 0.2479, -4.1526], [2.9067, 2.5684, -1.3514], [1.4969, -2.0654, 1.7897], [2.5288, -3.5963, 7.0963], [2.3973, -2.2409, 7.4412], [1.7361, -1.3660, 6.5794], [1.2450, -1.8278, 5.3525], [1.3374, -3.1962, 5.0178], [1.9773, -4.0708, 5.8951], [0.7292, -0.8733, 4.4637], [0.7602, 0.3349, 5.0069], [0.5291, 1.3468, 4.1217], [0.6982, 2.6809, 4.5442], [0.3491, 3.6985, 3.6762], [-0.2088, 3.3470, 2.4325], [-0.3651, 2.0169, 2.0960], [0.0829, 0.9974, 2.8743], [3.0445, -4.2895, 7.7669], [2.7943, -1.8549, 8.3790], [1.5930, -0.3162, 6.8373], [0.9257, -3.5223, 4.0639], [2.0394, -5.1305, 5.6437], [1.0908, 2.8019, 5.5523], [0.4887, 4.7402, 3.9530], [-0.5181, 4.1167, 1.7212], [-0.8582, 1.7035, 1.1810]], "mulliken_charge": [-0.1457, -1.0135, -0.5175, 0.5156, -0.8551, -0.2640, 0.8968, 0.7517, 0.6897, 0.5320, -0.7844, 0.0779, 1.0449, -0.5855, 0.3577, -0.6614, 0.4207, -0.5129, 0.4188, -1.2643, 0.4346, 0.0255, 0.8435, 0.6177, -0.1524, -0.1814, -0.4013, 1.0493, -0.6014, 0.4127, -1.4014, 1.3398, -0.7165, 0.5584, -0.1378, -0.0369, 0.6062, -0.3133, 0.3635, -0.7791, 0.4097, -0.4526, 0.3910, -0.8092, 0.3970, -0.3332, 0.1686, 0.2674, -0.1090, 0.4233, -0.7783, 0.4646, -0.5439, 0.4414, -0.7637, 0.4548, -0.3353, 0.3931, -0.1976, -0.3314, -0.4277, -0.6429, -0.3253, 0.5558, 0.0164, -0.9293, 0.7958, -0.6070, 0.1895, -0.6291, -0.5692, -0.5311, -0.3093, 0.6461, 0.3741, 0.3731, 0.4047, 0.2849, 0.3660, 0.5174, 0.4355, 0.4953, 0.7288]}